Molecular formula: C22H19ClN6O4PtS2
Method: DFT, wB97M-V/def2-TZVPD

## Properties
Frontier orbital gap (spin up / spin down) in eV: 6.130 / 4.041
Energy relative to the best compared isomer or geometry (same formula, charge and spin) in kJ/mol: 0.0
Energy in Ha: -2854.26675
Strongest force on any atom in eV/Å: 5.7
Spin multiplicity: 5
Net charge: +2

Last column: Mulliken spin population.
Element x y z (Å)
Pt  -0.143  1.426  0.314  0.41
C  1.132  -1.911  -3.979  -0.01
S  0.430  -0.354  -4.144  0.64
C  0.425  0.082  -2.480  0.11
S  -0.827  1.078  -1.850  0.44
N  1.367  -0.337  -1.669  0.22
N  1.321  0.156  -0.431  0.18
C  2.264  -0.115  0.430  0.44
C  2.036  0.229  1.786  0.03
C  2.667  -0.445  2.822  0.11
C  2.159  -0.305  4.079  -0.01
C  1.021  0.510  4.319  0.13
C  0.632  1.376  3.323  0.01
N  0.955  1.053  2.029  0.19
H  0.307  -2.581  -3.652  0.05
H  1.992  -1.976  -3.370  0.02
H  1.429  -2.120  -5.026  0.00
H  3.066  -0.744  0.073  0.01
H  3.518  -1.075  2.491  0.00
H  2.517  -0.948  4.907  0.00
H  0.503  0.551  5.265  0.01
H  -0.150  2.163  3.494  0.02
O  -2.205  6.424  2.832  0.00
C  -3.225  5.655  2.436  0.01
O  -4.367  5.834  2.761  0.06
C  -2.758  4.488  1.567  0.25
C  -3.600  3.442  1.072  0.01
Cl  -5.249  3.563  0.720  0.01
N  -2.979  2.285  0.798  0.09
N  -1.565  2.603  0.991  0.09
C  -1.444  3.886  1.384  0.01
C  -0.069  4.535  1.513  -0.02
O  0.006  5.843  1.627  0.07
O  0.839  3.705  1.323  0.23
C  -3.350  0.974  0.431  0.07
C  -2.596  -0.051  0.963  0.05
C  -2.959  -1.398  0.661  -0.04
C  -3.967  -1.613  -0.324  0.08
C  -4.732  -0.603  -0.847  -0.01
C  -4.414  0.686  -0.519  0.04
H  -1.236  6.224  2.479  0.00
H  -1.875  0.156  1.771  0.01
H  -2.337  -2.214  0.989  0.00
H  -4.097  -2.567  -0.775  0.00
H  -5.489  -0.776  -1.599  0.00
H  -4.929  1.522  -0.895  0.00
C  5.130  -4.641  -3.088  0.00
C  3.903  -5.373  -3.747  0.00
C  3.944  -6.795  -3.288  0.00
N  3.817  -7.873  -2.892  0.00
H  5.348  -3.683  -3.472  0.00
H  6.050  -5.210  -3.150  0.00
H  4.921  -4.419  -2.051  0.00
H  3.944  -5.411  -4.827  0.00
H  2.920  -4.912  -3.574  0.00